[1]
Here is a cluster of 2 separate species, C5H10O2 in total from OMol25. Energies are from wB97M-V/def2-TZVPD.

Computed properties:
- M: 102.13 g/mol
- E_LUMO: 0.92 eV
- Orbital gap: 9.13 eV
- Spin multiplicity: 1
- Relative energy (zero: lowest compared OMol25 entry of this formula, charge and spin): 3.226 eV

Cartesian coordinates (Å):
C  -2.29457  -0.93824  0.94245
C  -1.16285  -0.33505  0.17235
C  -0.16460  -1.12047  -0.22844
O  0.57217  -0.89401  -1.34710
H  -2.77524  -0.26696  1.65826
H  -1.96157  -1.84607  1.45690
H  -3.05303  -1.24686  0.20983
H  -1.27359  0.67685  -0.21214
H  0.05882  -2.04227  0.31230
H  1.42550  -1.33941  -1.28148
C  1.77160  0.81546  0.61142
C  1.33879  1.64249  -0.32980
O  1.89306  1.65761  -1.57514
H  1.31281  0.78672  1.58970
H  2.52479  0.06860  0.37857
H  0.51803  2.34206  -0.15554
H  1.26988  2.03955  -2.20217

=====

[2]
Here is a cluster of 15 separate species, H29O15 in total from OMol25. Energies are from wB97M-V/def2-TZVPD.

Computed properties:
- Net charge: -1
- M: 269.22 g/mol
- E_LUMO: 2.49 eV
- Orbital gap: 9.43 eV
- Spin multiplicity: 1
- Relative energy (zero: lowest compared OMol25 entry of this formula, charge and spin): 0.506 eV

Cartesian coordinates (Å):
O  4.56622  1.42332  -0.34265
H  3.94444  1.41062  -1.09512
H  0.78256  2.36802  -3.30020
O  -1.90537  -2.54142  -2.47575
H  -1.54948  -2.66245  -1.58566
H  -1.43243  -1.73609  -2.70284
O  0.93273  2.89424  -4.10075
H  1.71081  3.38939  -3.83390
H  -0.29942  -1.41509  2.28934
O  0.33260  -2.22161  -0.15417
H  0.64093  -2.96450  -0.67220
H  0.33670  -1.43931  -0.77634
O  2.32688  0.39231  1.13917
H  2.05696  -0.30639  0.51640
H  3.11777  -0.02916  1.48932
O  -4.33621  3.20807  1.49766
H  -3.62145  2.57288  1.63925
H  -4.80739  2.97337  0.70098
O  0.24070  -3.94093  2.36025
H  1.07757  -3.55991  2.09904
H  -0.17084  -4.55230  1.75960
O  1.30367  -0.19346  -1.37613
H  0.28220  0.58612  -0.47645
H  3.99897  0.73045  0.05730
O  1.71731  -2.91921  -2.39608
H  1.54946  -2.81345  -3.32820
H  1.78099  -2.10516  -1.86556
O  -4.94472  -2.22604  0.44200
H  -4.03216  -2.47097  0.59079
O  -0.75223  2.03160  -2.24396
H  -0.88820  1.42325  -1.49822
H  -1.51799  2.55678  -2.42469
O  3.02476  3.33623  3.40106
H  3.59488  2.61594  3.13322
H  2.12719  3.02287  3.27370
O  -0.39878  0.80246  0.24751
H  -0.01273  1.52963  0.74938
H  1.07680  -0.02928  -2.29473
O  -0.11481  -0.62283  2.81129
H  -0.16677  0.07588  2.14368
H  -4.96389  -1.36657  0.84814
O  -2.58185  1.05713  1.90959
H  -2.05726  0.78379  2.66695
H  -1.96910  0.93177  1.17793

=====

[3]
Here is the molecule C21H21N3O6S from OMol25. Energies are from wB97M-V/def2-TZVPD.

Computed properties:
- M: 443.48 g/mol
- E_LUMO: -0.12 eV
- Orbital gap: 8.75 eV
- Spin multiplicity: 1
- Relative energy (zero: lowest compared OMol25 entry of this formula, charge and spin): 2.309 eV

Cartesian coordinates (Å):
C  -3.58945  -3.00109  -2.11285
C  -2.93827  -2.75233  -0.78682
C  -1.91902  -3.58672  -0.33820
C  -1.31662  -3.35968  0.88508
C  -1.70795  -2.29114  1.67139
C  -2.71639  -1.44173  1.22542
N  -3.09454  -0.33812  1.99343
S  -3.75305  1.07864  1.42052
O  -3.79178  1.94623  2.56019
O  -4.97572  0.80742  0.72703
C  -2.57392  1.73862  0.22343
C  -1.42979  1.04269  -0.08732
C  -0.55337  1.54178  -1.04968
C  0.64453  0.77330  -1.44328
O  1.51399  1.18026  -2.18154
O  0.65209  -0.45147  -0.90306
C  1.68783  -1.35047  -1.28106
C  2.94640  -1.18916  -0.41242
O  3.30361  -2.04248  0.36374
N  3.58359  -0.01177  -0.62945
C  4.71859  0.41197  0.03100
C  5.48100  -0.25568  1.02528
C  6.47956  0.63147  1.30627
C  7.62251  0.57716  2.24830
O  6.32519  1.72981  0.54689
N  5.23280  1.58910  -0.24112
C  -0.82881  2.76360  -1.65899
C  -1.97264  3.46000  -1.32060
C  -2.87403  2.95759  -0.38321
C  -4.12109  3.68621  -0.02553
C  -3.33176  -1.68230  0.00122
H  -4.45153  -2.35388  -2.24748
H  -3.91123  -4.03801  -2.19139
H  -2.88291  -2.81044  -2.92061
H  -1.60344  -4.41937  -0.94950
H  -0.52875  -4.01212  1.23060
H  -1.23266  -2.10869  2.62419
H  -2.59463  -0.20370  2.85785
H  -1.19730  0.10770  0.39185
H  1.94754  -1.19585  -2.33486
H  1.27907  -2.35013  -1.12395
H  3.21273  0.64162  -1.31669
H  5.29611  -1.22301  1.43720
H  8.56008  0.68248  1.70511
H  7.61585  -0.36940  2.77928
H  7.55690  1.39522  2.96382
H  -0.13959  3.14568  -2.39670
H  -2.18146  4.40750  -1.79442
H  -4.19673  4.62728  -0.56378
H  -4.98684  3.06490  -0.25077
H  -4.14322  3.87341  1.04709
H  -4.12145  -1.02295  -0.32089